Record 1
An isolated molecule of C4H3NO4 in a non-equilibrium geometry, computed with ωB97M-V/def2-TZVPD.

Values from the calculation:
DFT total energy: -13874.6880 eV
HOMO-LUMO gap: 0.3821 Ha
Energy above the lowest of the compared OMol25 structures with the same formula, charge and spin: 27.4 kcal/mol
M: 129.1 g mol⁻¹

Positions of all 12 atoms, in Å:
C 1.755 -0.186 0.010
C 0.233 -0.178 -0.162
C -0.435 -1.334 -0.174
C -0.707 0.899 0.054
H 1.514 1.750 -0.413
H -0.085 -2.406 -0.075
H -2.632 0.432 0.789
N -2.004 0.302 -0.091
O 2.247 1.067 -0.317
O 2.364 -1.215 0.310
O -1.776 -1.199 -0.117
O -0.471 2.066 0.186

Record 2
A structure of composition C22H24AsCeClI2OP in a non-equilibrium geometry, computed with ωB97M-V/def2-TZVPD.

Values from the calculation:
DFT total energy: -137014.9554 eV
Total charge: +2
Spin multiplicity: 2
HOMO-LUMO gap: 0.2002 Ha
Expectation value of S²: 0.751
M: 839.7 g mol⁻¹

Positions of all 53 atoms, in Å:
I 1.094 0.007 -1.917
I 2.379 -1.264 0.513
Ce -1.857 1.407 0.845
P -1.467 -1.494 -0.345
C -0.664 -2.854 -1.272
C -2.321 -2.685 0.810
H -3.559 -0.505 -1.348
H -3.276 -2.241 -1.731
H -2.316 -0.967 -2.562
C -2.812 -1.265 -1.624
H -3.014 -2.171 1.514
H -2.871 -3.401 0.197
H -1.416 -3.650 -1.499
H 0.143 -3.284 -0.682
H -1.546 -3.196 1.388
H -0.255 -2.488 -2.211
C 2.925 -2.567 -2.095
O 3.363 -3.343 -2.776
Cl -4.233 0.568 1.317
C 4.411 2.626 4.937
C 3.168 1.985 5.073
C 2.334 1.819 3.950
C 2.708 2.320 2.692
C 3.941 3.008 2.576
C 4.780 3.138 3.688
As 1.485 1.915 1.195
C 0.426 3.608 1.339
C -0.588 3.843 0.376
C -1.526 4.886 0.574
C -1.432 5.685 1.732
C -0.404 5.489 2.637
C 0.544 4.486 2.434
C 2.796 2.535 -0.165
C 2.674 3.737 -0.881
C 3.550 4.000 -1.927
C 4.547 3.093 -2.291
C 4.721 1.940 -1.525
C 3.910 1.723 -0.400
H 5.074 2.733 5.800
H 2.864 1.601 6.033
H 1.379 1.299 4.052
H 4.238 3.431 1.620
H 5.746 3.640 3.573
H -0.623 3.224 -0.542
H -2.281 5.069 -0.185
H -2.192 6.453 1.916
H -0.325 6.120 3.539
H 1.372 4.338 3.149
H 1.943 4.486 -0.554
H 3.480 4.952 -2.450
H 5.223 3.288 -3.109
H 5.503 1.202 -1.747
H 4.140 0.891 0.265

Record 3
A cluster of 8 separate species, C27H57NO7 in total in a non-equilibrium geometry, computed with ωB97M-V/def2-TZVPD.

Values from the calculation:
DFT total energy: -44743.5540 eV
HOMO-LUMO gap: 0.3065 Ha
M: 507.8 g mol⁻¹

Positions of all 92 atoms, in Å:
C -7.923 -4.090 -2.764
C -6.647 -4.697 -3.320
N -5.897 -5.533 -2.354
C -6.474 -6.850 -2.052
C -6.783 -7.607 -3.380
C -5.501 -4.982 -1.058
C -4.553 -3.761 -1.298
H -8.385 -3.431 -3.499
H -7.742 -3.557 -1.831
H -8.681 -4.826 -2.498
H -6.890 -5.162 -4.275
H -5.986 -3.866 -3.570
H -5.689 -7.402 -1.535
H -7.332 -6.874 -1.380
H -5.925 -7.537 -4.048
H -6.942 -8.638 -3.066
H -7.664 -7.385 -3.982
H -5.016 -5.740 -0.444
H -6.402 -4.707 -0.511
H -3.585 -4.138 -1.630
H -4.363 -3.282 -0.338
H -4.983 -3.024 -1.976
C -1.225 -4.269 3.945
C -0.831 -2.973 4.579
O -1.655 -2.085 4.737
C 0.635 -2.798 4.834
H -2.307 -4.248 3.817
H -1.035 -5.155 4.551
H -0.749 -4.440 2.979
H 1.184 -2.748 3.894
H 0.935 -3.549 5.565
H 0.761 -1.848 5.353
C 1.938 1.999 -0.430
C 1.056 0.929 0.234
O 0.300 1.209 1.160
C 1.195 -0.545 -0.224
H 1.895 1.968 -1.519
H 2.881 1.930 0.113
H 1.592 3.013 -0.229
H 0.442 -0.716 -0.993
H 0.999 -1.256 0.578
H 2.193 -0.718 -0.629
C -3.843 4.616 3.522
C -4.085 4.982 2.053
O -5.162 5.488 1.714
C -3.015 4.905 0.964
H -4.825 4.378 3.929
H -3.504 5.576 3.912
H -3.123 3.835 3.766
H -3.172 5.646 0.181
H -3.025 3.902 0.536
H -2.019 4.980 1.401
C 6.168 -3.380 2.071
C 6.103 -2.479 0.844
O 6.097 -1.254 0.904
C 5.925 -3.134 -0.511
H 6.514 -2.826 2.944
H 6.876 -4.191 1.901
H 5.221 -3.860 2.316
H 6.640 -3.889 -0.839
H 5.879 -2.377 -1.294
H 4.974 -3.663 -0.559
C 4.095 1.962 4.608
C 3.323 3.212 4.563
O 3.686 4.278 4.082
C 1.957 3.155 5.158
H 3.828 1.319 5.447
H 5.160 2.174 4.512
H 3.825 1.313 3.775
H 1.326 3.955 4.771
H 1.983 3.149 6.248
H 1.487 2.214 4.875
C 2.515 1.475 -6.746
C 3.038 0.123 -6.378
O 2.692 -0.444 -5.333
C 4.130 -0.447 -7.216
H 1.591 1.679 -6.205
H 2.217 1.453 -7.794
H 3.260 2.253 -6.584
H 3.977 -0.202 -8.267
H 4.192 -1.528 -7.089
H 5.054 0.033 -6.893
C 4.621 10.651 0.265
C 3.670 9.708 -0.530
O 3.081 10.074 -1.548
C 3.751 8.261 -0.134
H 4.643 10.377 1.320
H 4.296 11.675 0.078
H 5.638 10.506 -0.099
H 3.425 8.119 0.896
H 4.814 8.024 -0.180
H 3.260 7.612 -0.859

Record 4
A cluster of 2 separate species, C3H6N2O in total in a non-equilibrium geometry, computed with ωB97M-V/def2-TZVPD.

Values from the calculation:
DFT total energy: -8232.1950 eV
HOMO-LUMO gap (spin up / spin down): 0.2697 / 0.2694 Ha
Energy above the lowest of the compared OMol25 structures with the same formula, charge and spin: 103.9 kcal/mol
M: 86.1 g mol⁻¹

Positions of all 12 atoms, in Å:
C -0.588 -1.142 -0.669
C 0.162 0.181 1.290
C -0.451 0.161 -0.039
N -1.025 -2.188 -0.762
N -0.736 1.260 -0.708
O 1.367 -0.800 -1.367
H -0.197 0.914 1.895
H 0.147 -0.764 1.819
H 1.222 0.429 1.192
H -0.992 1.111 -1.745
H -0.665 2.135 -0.288
H 1.757 -1.297 -0.619

Record 5
An isolated molecule of C7H8BrClSi in a non-equilibrium geometry, computed with ωB97M-V/def2-TZVPD.

Values from the calculation:
DFT total energy: -97833.6263 eV
HOMO-LUMO gap: 0.3730 Ha
Energy above the lowest of the compared OMol25 structures with the same formula, charge and spin: 0.0 kcal/mol
M: 235.6 g mol⁻¹

Positions of all 18 atoms, in Å:
C 2.360 1.354 0.837
C 2.342 0.048 0.397
C 1.174 2.038 1.074
C 1.186 -0.577 0.106
C 0.000 1.448 0.755
C -0.061 0.121 0.281
C -1.948 -1.799 -1.542
Si -1.708 -0.718 0.005
Cl -2.161 -1.904 1.644
Br -3.145 0.856 -0.648
H 3.264 1.841 1.179
H 3.332 -0.362 0.054
H 1.078 3.169 1.363
H 1.249 -1.646 -0.382
H -0.836 2.045 0.812
H -1.156 -2.359 -2.076
H -2.765 -2.396 -1.471
H -2.206 -1.159 -2.389

Record 6
A cluster of 2 separate species, C4H7IN in total in a non-equilibrium geometry, computed with ωB97M-V/def2-TZVPD.

Values from the calculation:
DFT total energy: -13838.6499 eV
Total charge: +1
HOMO-LUMO gap (spin up / spin down): 0.2986 / 0.2026 Ha
Energy above the lowest of the compared OMol25 structures with the same formula, charge and spin: 152.3 kcal/mol
M: 196.0 g mol⁻¹

Positions of all 13 atoms, in Å:
C 1.090 -1.434 0.251
C 2.302 -0.715 -0.178
C 0.016 0.748 -0.380
C -2.786 1.455 0.260
N 0.928 -0.120 -0.227
I -4.072 -0.095 -0.018
H 0.747 -2.097 -0.532
H 0.766 -1.777 1.287
H 2.719 -0.256 0.727
H 2.869 -0.818 -1.069
H 0.279 1.646 -0.850
H -2.737 1.820 1.266
H -2.120 1.644 -0.536